Formula: C46H48As2FN4O4W
Source: the OMol25 dataset
Level of theory: ωB97M-V/def2-TZVPD

Summary:
charge: +3
spin multiplicity: 3
HOMO (alpha / beta): -13.746 / -14.148 eV
energy above the lowest of the compared OMol25 structures with the same formula, charge and spin: 110.2 kcal/mol
frontier orbital gap (alpha / beta): 5.5877 / 5.9833 eV

```
106
C46H48As2FN4O4W, DFT ωB97M-V/def2-TZVPD
W -0.43152 0.37184 0.82436
F 1.35656 1.62190 7.11374
C 0.41307 0.74417 6.73163
C 0.18509 0.61828 5.39891
C -0.75706 -0.30651 4.92176
C -0.99588 -0.48892 3.53284
O -0.31297 0.23746 2.66076
C -1.92844 -1.43041 3.12346
C -2.58509 -2.16381 4.09960
N -2.40047 -1.99433 5.40031
C -3.12262 -2.84992 6.34099
C -4.20258 -2.24945 7.19336
C -4.55478 -3.18060 6.07380
C -1.47116 -1.06974 5.86153
C -1.23668 -0.90434 7.23035
C -0.28118 -0.02032 7.71304
N -0.06592 0.10764 9.08857
C 0.91126 1.07058 9.62619
C 0.85388 1.06539 11.15819
N -0.53951 0.72297 11.59207
C -0.86511 -0.70838 11.24681
C -0.14968 -1.07500 9.94590
C -2.32024 -1.75140 1.70284
O -3.04966 -2.66862 1.45075
O -1.81909 -0.92607 0.79914
H 0.76213 1.22241 4.70994
H -3.28946 -2.92656 3.79419
H -2.48694 -3.61442 6.76865
H -4.43131 -1.20186 7.04684
H -4.29608 -2.60038 8.21164
H -5.03126 -2.74383 5.20668
H -4.88307 -4.18392 6.30134
H -1.83569 -1.47341 7.92214
H 0.67154 2.06487 9.25972
H 1.93661 0.83871 9.32960
H 1.11663 2.04321 11.55466
H 1.51426 0.32605 11.60640
H -1.19335 1.34125 11.10778
H -0.66096 0.88201 12.59412
H -1.94684 -0.78295 11.16034
H -0.53094 -1.33702 12.06991
H -0.69602 -1.87945 9.46795
H 0.85533 -1.45687 10.15196
C -0.92035 3.22594 -3.30625
C 0.35377 2.88870 -3.16735
As 1.20056 2.14032 0.17708
C 2.12650 1.95586 1.89529
C 1.95935 2.87729 2.93283
C 2.72812 2.77982 4.08177
C 3.64768 1.74467 4.22488
C 3.81458 0.82136 3.20212
C 3.06284 0.93290 2.03961
C 1.04295 4.07186 0.20625
C -0.14286 4.75214 -0.04125
C -0.15585 6.14048 -0.08976
C 1.02084 6.85117 0.09292
C 2.21236 6.17318 0.31737
C 2.22858 4.78820 0.36819
As -2.14425 1.81038 -0.39238
C -3.35376 3.18234 -0.99987
C -3.61895 4.32907 -0.25810
C -4.53395 5.24630 -0.75105
C -5.17201 5.01934 -1.96511
C -4.90124 3.87108 -2.69585
C -3.98139 2.94877 -2.22103
C -2.66923 1.86052 1.51461
C -3.83140 1.17307 1.89062
C -4.34080 1.29806 3.17204
C -3.68696 2.09913 4.10480
C -2.53699 2.78673 3.74703
C -2.03739 2.67915 2.45420
H -1.59070 2.65987 -3.94257
H -1.32600 4.12683 -2.86110
H 1.04236 3.50224 -2.60025
H 0.77546 2.02905 -3.67489
H 1.26151 3.69883 2.82605
H 2.61940 3.52019 4.86442
H 4.24747 1.67198 5.12251
H 4.55278 0.03552 3.29346
H 3.25264 0.25098 1.21997
H -1.06478 4.21376 -0.20945
H -1.08518 6.66196 -0.28057
H 1.01323 7.93188 0.05179
H 3.13475 6.72489 0.44018
H 3.16363 4.26504 0.52886
H -3.13258 4.51086 0.69062
H -4.74926 6.14222 -0.18424
H -5.88412 5.74112 -2.34128
H -5.40408 3.69340 -3.63673
H -3.76903 2.04849 -2.78312
H -4.35738 0.56710 1.16052
H -5.25889 0.78792 3.43454
H -4.09588 2.21024 5.10136
H -2.04200 3.43334 4.46092
H -1.18199 3.28029 2.16303
N 0.68557 -1.22200 -3.01422
C 0.64445 -0.86675 -1.74625
O -0.23955 -0.06933 -1.33769
C 1.64413 -1.34725 -0.75484
C 0.96395 -1.30659 0.60601
H -0.00211 -0.86002 -3.65856
H 1.37896 -1.86400 -3.36238
H 2.48590 -0.64680 -0.80743
H 2.03183 -2.33469 -1.01246
H 1.69966 -1.44840 1.39842
H 0.30103 -2.17954 0.65556
```


Formula: C46H48BrClN5S2Tl
Source: the OMol25 dataset
Level of theory: ωB97M-V/def2-TZVPD

Summary:
charge: -2
HOMO: -0.529 eV
energy above the lowest of the compared OMol25 structures with the same formula, charge and spin: 13.3 kcal/mol
frontier orbital gap: 3.3323 eV

```
104
C46H48BrClN5S2Tl, DFT ωB97M-V/def2-TZVPD
Tl -0.88273 -0.02151 0.52678
S -2.79855 -1.02138 2.64298
C -3.94131 -1.90624 1.69827
C -5.26621 -1.96264 2.15803
C -6.28018 -2.61683 1.46758
C -7.60699 -2.60301 1.97396
N -8.67276 -2.57561 2.41244
C -5.96585 -3.29406 0.27120
C -4.65040 -3.26954 -0.18673
C -3.62801 -2.58569 0.47759
S -2.03658 -2.65151 -0.20721
C -6.95469 -4.01063 -0.45148
N -7.73526 -4.61158 -1.05145
H -5.49279 -1.47303 3.09542
H -4.40060 -3.80811 -1.09148
C -1.63442 -0.39500 -4.04181
C -0.29194 -0.93601 -3.55222
C 0.01511 -2.31020 -4.15131
C 0.84651 0.02561 -3.80041
C 1.02175 0.56867 -5.06160
C 2.08734 1.41008 -5.33501
C 2.95860 1.74869 -4.31665
C 2.81424 1.24534 -3.03091
C 3.74593 1.76693 -1.94857
C 3.67932 3.29458 -1.84930
C 5.19165 1.31493 -2.18651
C 1.76663 0.32897 -2.76973
N 1.55413 -0.24950 -1.52123
C 2.51419 -0.79831 -0.89170
C 2.44892 -1.34425 0.44713
N 1.48093 -1.29544 1.28748
C 1.58041 -2.11696 2.42916
C 1.50630 -3.52618 2.26819
C 1.49929 -4.33742 3.39272
C 1.56953 -3.80811 4.66550
C 1.68082 -2.44079 4.81682
C 1.70509 -1.57789 3.72829
C 1.82067 -0.09783 4.06093
C 0.40828 0.49530 4.10695
C 2.74623 0.70971 3.14713
C 1.47734 -4.19750 0.90482
C 2.86079 -4.79457 0.60769
C 0.39553 -5.27072 0.78794
H -2.43368 -1.05441 -3.69967
H -1.68259 -0.33800 -5.13177
H -1.80880 0.60164 -3.63026
H -0.37514 -1.08551 -2.47857
H 0.03032 -2.27859 -5.24450
H -0.74647 -3.01923 -3.82620
H 0.98891 -2.66145 -3.80210
H 0.32054 0.31991 -5.84811
H 2.22708 1.81696 -6.32869
H 3.77635 2.42823 -4.52504
H 3.41976 1.36447 -0.99043
H 3.99909 3.76393 -2.78096
H 4.33612 3.64483 -1.05111
H 2.66454 3.62439 -1.62715
H 5.59764 1.75580 -3.09881
H 5.24912 0.22903 -2.28266
H 5.82290 1.62166 -1.35009
H 3.46629 -0.95967 -1.40645
H 3.37693 -1.82862 0.76650
H 1.43839 -5.41134 3.26841
H 1.54345 -4.45798 5.53143
H 1.75172 -2.01451 5.81106
H 2.24390 -0.03882 5.07010
H -0.13094 0.26057 3.19118
H 0.43710 1.57837 4.21821
H -0.15257 0.05536 4.93337
H 2.35224 0.75400 2.13811
H 3.74531 0.26362 3.11243
H 2.83322 1.73211 3.51698
H 1.25117 -3.44873 0.14786
H 3.11402 -5.55151 1.35261
H 3.63249 -4.02346 0.63820
H 2.87551 -5.25846 -0.38141
H 0.57979 -6.11606 1.45535
H 0.35931 -5.64487 -0.23695
H -0.57597 -4.83612 1.01465
Br -6.90613 0.79066 -1.55832
C -5.25886 1.68121 -1.23158
C -4.97897 2.87302 -1.87820
C -3.76975 3.49625 -1.59997
C -2.90277 2.88969 -0.70252
N -3.18357 1.73972 -0.09978
C -4.34029 1.13921 -0.34617
H -5.68149 3.30193 -2.57984
H -3.50839 4.43388 -2.07159
H -1.94479 3.33084 -0.43823
H -4.52770 0.20388 0.17214
Cl 1.57038 8.69301 1.09476
C 1.08836 7.00776 1.24606
C 1.98197 5.99674 0.89468
C 1.60703 4.67965 1.00508
C 0.30963 4.28814 1.49589
C -0.02969 2.96296 1.66904
C -0.57300 5.37567 1.82907
C -0.18501 6.68950 1.71630
H 2.97115 6.25943 0.53661
H 2.30359 3.89195 0.73514
H -0.98664 2.66684 2.07981
H 0.70331 2.19841 1.45433
H -1.56077 5.13212 2.20490
H -0.86091 7.48917 1.99719
```


| no. | strongest force on any atom (eV Å⁻¹) |
| --- | --- |
| 1 | 3.9 |
| 2 | 2.0 |